Density functional theory data (ωB97M-V/def2-TZVPD) for C13H24IN6O2SSm as an isolated structure at a distorted geometry.

Atoms and positions in Å:
Sm  0.127  0.098  -0.317
C  -0.745  1.394  -3.382
C  -2.030  0.646  -3.064
N  -1.819  -0.342  -1.980
C  -3.003  -0.531  -1.113
C  -3.415  0.731  -0.350
S  -2.075  1.752  0.361
C  -1.824  3.078  -0.877
C  -0.461  3.098  -1.560
N  -0.029  1.817  -2.161
H  -0.071  0.739  -3.936
H  -0.964  2.243  -4.033
H  -2.805  1.338  -2.750
H  -2.404  0.161  -3.966
H  -1.637  -1.246  -2.407
H  -3.871  -0.854  -1.692
H  -2.772  -1.334  -0.412
H  -4.014  1.406  -0.958
H  -4.041  0.443  0.491
H  -2.647  3.010  -1.583
H  -1.949  4.014  -0.338
H  -0.484  3.889  -2.313
H  0.302  3.373  -0.833
H  0.946  1.954  -2.409
C  2.136  -0.150  4.490
C  1.615  -0.145  3.089
N  0.528  -0.661  2.659
O  -0.307  -1.321  3.526
C  2.427  0.531  1.992
C  3.821  1.016  2.160
N  1.740  0.603  0.938
O  2.042  1.009  -0.301
H  1.636  -0.857  5.148
H  2.047  0.847  4.929
H  3.195  -0.409  4.490
H  0.007  -1.213  4.437
H  3.872  1.755  2.963
H  4.176  1.467  1.237
H  4.486  0.192  2.430
I  2.076  -5.822  -2.008
C  1.263  -4.318  -0.877
C  1.038  -4.308  0.484
N  0.495  -3.124  0.792
N  0.350  -2.337  -0.294
C  0.817  -3.074  -1.311
H  1.223  -5.064  1.235
H  0.181  -2.800  1.695
H  0.823  -2.693  -2.324

As for the LUMO energy (spin up / spin down): -6.10 / -5.95 eV. Its energy relative to the best compared isomer or geometry (same formula, charge and spin) is 0.0 kcal per mole. The expectation value of S² is 8.763. The charge is +2. The electronic energy is -2342.07805 Eh. The spin multiplicity is 6. The HOMO-LUMO gap (spin up / spin down) is 7.928 / 8.073 eV. Its strongest force on any atom is 0.0540 hartree/bohr.

Mulliken population analysis, charges in e, atoms 1 to 4:
1 Sm 1.271
2 C -0.854
3 C -0.667
4 N -0.045

***

Density functional theory data (ωB97M-V/def2-TZVPD) for a 5-piece molecular cluster, C26H64N3O13S4 overall.

Atoms and positions in Å:
C  1.564  -2.452  2.588
C  1.936  -2.479  1.097
C  1.181  -1.474  0.216
C  -0.033  -2.028  -0.529
C  -1.171  -2.329  0.447
N  -2.161  -3.373  -0.029
C  -3.563  -2.926  0.362
C  -4.653  -4.003  0.379
N  -5.733  -3.427  1.140
N  -4.184  -5.287  0.883
C  -2.993  -5.682  0.119
C  -1.813  -4.777  0.420
C  -0.519  -5.272  -0.206
C  -0.082  -6.629  0.391
C  1.292  -6.575  1.043
C  2.484  -6.613  0.056
O  2.100  -6.824  -1.283
C  2.121  -5.686  -2.118
H  0.885  -3.268  2.855
H  2.439  -2.566  3.220
H  1.057  -1.524  2.834
H  2.994  -2.230  1.018
H  1.857  -3.496  0.706
H  1.860  -1.032  -0.510
H  0.836  -0.641  0.832
H  -0.389  -1.244  -1.201
H  0.222  -2.878  -1.157
H  -1.743  -1.412  0.567
H  -0.841  -2.640  1.434
H  -2.129  -3.367  -1.049
H  -3.511  -2.458  1.342
H  -3.834  -2.165  -0.366
H  -5.034  -4.175  -0.628
H  -5.487  -3.426  2.123
H  -6.582  -3.967  1.024
H  -3.879  -5.151  1.844
H  -2.752  -6.715  0.340
H  -3.245  -5.595  -0.940
H  -1.660  -4.718  1.501
H  0.284  -4.567  -0.023
H  -0.667  -5.363  -1.286
H  -0.789  -6.929  1.167
H  -0.115  -7.395  -0.378
H  1.385  -7.423  1.720
H  1.365  -5.684  1.672
H  3.142  -7.433  0.335
H  3.077  -5.699  0.142
H  2.057  -4.758  -1.544
H  3.041  -5.661  -2.705
H  1.284  -5.752  -2.810
O  -9.637  -4.482  4.047
S  -10.044  -4.479  2.676
O  -9.107  -4.057  1.676
O  -11.380  -3.644  2.534
C  -11.410  -2.313  3.108
C  -10.668  -1.295  2.269
C  -10.706  -6.045  2.231
H  -11.025  -2.359  4.127
H  -12.469  -2.071  3.162
H  -9.597  -1.489  2.258
H  -10.833  -0.299  2.679
H  -11.024  -1.315  1.239
H  -11.432  -6.342  2.982
H  -9.872  -6.742  2.205
H  -11.164  -5.962  1.249
O  2.005  0.756  2.794
S  1.181  1.930  2.856
O  0.333  2.224  1.743
O  2.079  3.176  3.208
C  3.277  3.401  2.415
C  2.975  3.946  1.036
C  0.222  1.919  4.330
H  3.848  2.473  2.369
H  3.850  4.115  3.002
H  2.459  3.211  0.420
H  3.904  4.216  0.533
H  2.342  4.830  1.099
H  0.874  1.708  5.173
H  -0.525  1.136  4.216
H  -0.260  2.887  4.435
O  3.300  3.136  -3.114
S  4.463  3.971  -3.126
O  4.580  5.022  -2.159
O  4.676  4.548  -4.579
C  3.552  5.196  -5.235
C  3.254  6.564  -4.665
C  5.914  2.979  -3.065
H  2.685  4.536  -5.186
H  3.861  5.263  -6.275
H  2.881  6.496  -3.644
H  2.498  7.062  -5.271
H  4.158  7.173  -4.648
H  5.832  2.193  -3.810
H  5.964  2.556  -2.064
H  6.776  3.613  -3.253
O  6.166  8.495  -3.724
S  5.947  8.944  -2.380
O  4.664  9.451  -2.006
O  7.067  10.007  -2.014
C  7.253  11.121  -2.922
C  6.177  12.177  -2.784
C  6.429  7.690  -1.249
H  7.319  10.740  -3.941
H  8.227  11.524  -2.653
H  5.207  11.804  -3.109
H  6.437  13.042  -3.394
H  6.083  12.494  -1.745
H  7.416  7.330  -1.526
H  5.689  6.896  -1.337
H  6.428  8.109  -0.247

As for the LUMO energy: -2.10 eV. The charge is +1. The electronic energy is -3763.90662 Eh. The HOMO-LUMO gap is 9.713 eV. Its strongest force on any atom is 0.0138 hartree/bohr.

Mulliken population analysis, charges in e, atoms 1 to 4:
1 C -1.442
2 C 0.396
3 C -0.551
4 C -0.831

***

Density functional theory data (ωB97M-V/def2-TZVPD) for one molecule with the formula C4H8O3 at a distorted geometry.

Atoms and positions in Å:
C  -1.554  1.788  1.030
C  -0.959  0.683  0.043
O  -0.738  1.234  -1.178
C  0.231  0.079  0.763
C  0.826  -1.046  -0.024
O  0.485  -1.288  -1.219
O  1.861  -1.666  0.424
H  -1.034  2.768  1.329
H  -1.867  1.624  1.962
H  -2.320  2.252  0.606
H  -1.648  -0.409  0.081
H  -0.425  0.446  -1.874
H  0.261  -0.032  1.754
H  0.853  0.686  0.854
H  2.059  -2.594  0.193

As for the LUMO energy: 0.54 eV. Its energy relative to the best compared isomer or geometry (same formula, charge and spin) is 107.6 kcal per mole. Its SMILES is C[C@@H](O)CC(=O)O. The charge is 0. The electronic energy is -382.79332 Eh. The HOMO-LUMO gap is 10.419 eV. Its strongest force on any atom is 0.2848 hartree/bohr.

Mulliken population analysis, charges in e, atoms 1 to 4:
1 C -1.795
2 C 0.751
3 O -0.571
4 C -2.031

***

Density functional theory data (ωB97M-V/def2-TZVPD) for one molecule with the formula C5H8O.

Atoms and positions in Å:
C  -1.799  -0.187  2.117
C  -0.949  -0.388  0.948
C  -0.077  -0.427  0.118
C  1.100  -0.305  -0.755
C  0.702  0.060  -2.174
O  1.953  0.729  -0.280
H  -2.869  -0.128  1.905
H  -1.489  0.771  2.543
H  -1.628  -0.976  2.855
H  1.640  -1.264  -0.755
H  0.121  0.986  -2.159
H  1.598  0.211  -2.782
H  0.092  -0.736  -2.609
H  2.067  0.598  0.670

As for the LUMO energy: 0.85 eV. Its energy relative to the best compared isomer or geometry (same formula, charge and spin) is 45.4 kcal per mole. Its SMILES is CC#C[C@@H](C)O. The charge is 0. The electronic energy is -270.48558 Eh. The HOMO-LUMO gap is 10.512 eV. Its strongest force on any atom is 0.0089 hartree/bohr.

Mulliken population analysis, charges in e, atoms 1 to 4:
1 C -1.165
2 C 0.675
3 C -0.460
4 C 0.323

***

Density functional theory data (ωB97M-V/def2-TZVPD) for a 3-piece molecular cluster, C21H43BF3N2O4P overall at a distorted geometry.

Atoms and positions in Å:
O  0.861  1.066  7.436
P  1.353  -0.188  6.816
B  0.000  -1.558  6.781
C  -1.364  -1.413  6.012
C  -2.564  -1.337  6.945
O  -2.187  -1.479  8.311
C  -3.428  -0.069  6.800
F  -4.693  -0.414  6.635
F  -3.364  0.674  7.854
F  -3.111  0.684  5.771
H  2.443  -0.667  7.587
H  1.915  0.012  5.525
H  0.237  -2.576  7.351
H  -1.293  -0.612  5.286
H  -1.456  -2.330  5.436
H  -3.217  -2.174  6.737
H  -2.545  -2.310  8.634
C  0.590  -2.861  -0.049
C  -0.594  -2.728  0.940
C  -1.917  -2.761  0.170
C  -2.195  -1.479  -0.612
C  -2.089  -0.256  0.295
C  -0.770  -0.189  1.065
N  -0.462  -1.480  1.750
O  -1.192  -1.576  2.802
C  0.368  0.195  0.103
C  -0.835  0.957  2.072
C  -0.503  -3.961  1.835
H  0.841  -3.908  -0.216
H  0.375  -2.447  -1.034
H  1.489  -2.380  0.337
H  -2.742  -2.931  0.869
H  -1.915  -3.615  -0.512
H  -1.509  -1.387  -1.459
H  -3.197  -1.529  -1.042
H  -2.208  0.653  -0.299
H  -2.926  -0.270  1.002
H  1.337  0.153  0.605
H  0.234  1.215  -0.255
H  0.418  -0.423  -0.790
H  -1.681  0.868  2.752
H  -0.947  1.904  1.546
H  0.079  1.010  2.667
H  0.433  -3.967  2.398
H  -0.535  -4.862  1.223
H  -1.330  -4.028  2.541
C  3.558  2.735  -4.683
C  2.769  1.403  -4.703
C  2.296  1.104  -6.127
C  1.144  1.998  -6.584
C  -0.004  1.960  -5.577
C  0.438  2.270  -4.147
N  1.625  1.458  -3.746
O  1.240  0.261  -3.476
C  0.744  3.774  -4.013
C  -0.724  2.025  -3.193
C  3.778  0.340  -4.273
H  4.616  2.563  -4.879
H  3.227  3.440  -5.444
H  3.494  3.222  -3.710
H  1.976  0.059  -6.194
H  3.138  1.209  -6.816
H  1.488  3.025  -6.733
H  0.786  1.658  -7.558
H  -0.781  2.666  -5.878
H  -0.465  0.967  -5.611
H  1.158  4.001  -3.029
H  -0.173  4.354  -4.123
H  1.427  4.154  -4.768
H  -1.119  1.012  -3.267
H  -1.550  2.699  -3.419
H  -0.424  2.200  -2.159
H  4.135  0.527  -3.259
H  4.637  0.358  -4.943
H  3.365  -0.667  -4.312

As for the LUMO energy (spin up / spin down): -0.41 / -0.41 eV. The expectation value of S² is 2.008. The charge is 0. The electronic energy is -1902.07381 Eh. The spin multiplicity is 3. The HOMO-LUMO gap (spin up / spin down) is 8.226 / 9.069 eV. Its strongest force on any atom is 0.0446 hartree/bohr.

Mulliken population analysis, charges in e, atoms 1 to 4:
1 O -0.618
2 P 0.308
3 B 0.406
4 C -0.427

***

Density functional theory data (ωB97M-V/def2-TZVPD) for a 2-piece molecular cluster, C2H3O2S2 overall at a distorted geometry.

Atoms and positions in Å:
C  -0.438  0.765  0.504
C  -0.477  0.899  -0.940
O  1.489  -2.013  -0.257
O  1.518  -1.856  2.207
S  -1.139  1.697  1.633
S  0.726  -2.007  0.981
H  -0.496  1.836  -1.567
H  0.284  0.242  -1.488
H  -1.466  0.438  -1.073

As for the LUMO energy (spin up / spin down): 3.51 / 3.60 eV. Its energy relative to the best compared isomer or geometry (same formula, charge and spin) is 68.9 kcal per mole. The charge is -1. The electronic energy is -1024.82442 Eh. The HOMO-LUMO gap (spin up / spin down) is 5.539 / 5.946 eV. Its strongest force on any atom is 0.0469 hartree/bohr.

Mulliken population analysis, charges in e, atoms 1 to 4:
1 C -0.362
2 C -0.582
3 O -0.466
4 O -0.475